(1)
The following is a quantum chemistry calculation of a molecular structure, C4H7NSi, from the Open Molecules 2025 dataset.

```
! wB97M-V def2-TZVPD RIJCOSX def2/J DEFGRID3
* xyz 0 1
C -0.8333 -1.5374 -0.1938
C -0.7776 -0.6957 -1.3230
C 0.4368 -1.1003 0.2489
C 0.4555 -0.0107 -0.7950
N 1.4065 -1.5987 0.9417
Si -0.2793 2.1102 0.7813
H -1.2568 -2.4795 0.1000
H -1.5428 -0.4643 -1.9682
H 1.3015 -0.0345 -1.4401
H 2.2165 -0.9880 0.6561
H 0.3018 3.2763 0.2030
H 0.1700 1.8599 2.1564
H -1.5987 1.6630 0.6326
*
```

Results
**E_HOMO (alpha / beta)**: -0.3002 / -0.3002 hartree
**LUMO energy (alpha / beta)**: -0.013 / -0.013 Ha
**Gap between HOMO and LUMO (alpha / beta)**: 7.82 / 7.82 eV
**Energy above the lowest of the compared OMol25 structures with the same formula, charge and spin**: 2.8961 eV

***

(2)
The following is a quantum chemistry calculation of 3 unconnected molecules or ions with the total composition C25H54N2O3SSi, from the Open Molecules 2025 dataset.

```
! wB97M-V def2-TZVPD RIJCOSX def2/J DEFGRID3
* xyz 0 1
C 2.7316 3.1058 5.0868
C 2.1236 4.3073 4.2109
O 1.8974 3.9478 2.8038
C 3.1346 3.9817 2.0562
C 3.5273 2.5365 1.3905
Si 2.1619 1.2420 1.7475
O 0.8023 1.5664 0.6938
C 2.7028 -0.5788 1.5329
C 1.5024 -1.5918 1.1735
C 1.2006 -2.7067 2.2864
C 0.9598 -2.1455 3.7688
C -0.5938 -1.7297 4.0601
C -0.7379 -0.1930 3.6288
C -2.1286 0.4945 4.0231
S -3.6055 -0.4182 3.2854
C -4.5950 0.9840 2.5491
N -4.2009 1.4364 1.2565
N -5.0367 2.4764 0.9619
C -5.9390 2.6420 2.0730
O -5.6868 1.6988 3.1286
H 1.8592 2.5929 5.6286
H 3.3697 2.3655 4.5002
H 3.4253 3.5556 5.8946
H 1.0973 4.5923 4.6434
H 2.8243 5.2134 4.2306
H 4.0276 4.2761 2.7173
H 3.0124 4.7720 1.2303
H 3.5828 2.7358 0.2625
H 4.5399 2.2151 1.8043
H 1.7084 1.3865 3.1480
H 1.1837 2.1559 0.0035
H 3.3362 -0.9848 2.4125
H 3.4263 -0.5978 0.6263
H 1.8180 -2.1672 0.2199
H 0.5366 -1.0354 0.8663
H 2.0989 -3.4163 2.3273
H 0.3104 -3.3374 1.9026
H 1.6220 -1.2211 3.9670
H 1.2169 -2.9615 4.5290
H -1.3212 -2.4242 3.4942
H -0.7735 -1.8901 5.1809
H 0.0980 0.3876 4.1733
H -0.6119 -0.1074 2.4831
H -2.1138 1.5487 3.5477
H -2.2800 0.6599 5.1400
H -6.7149 3.4701 2.0686
C -4.3542 1.8725 -2.2455
C -5.5343 0.9486 -1.9831
C -5.5619 -0.2763 -2.9001
C -5.7098 0.0291 -4.3937
C -6.9514 0.8359 -4.7766
C -8.2570 0.1214 -4.4538
H -4.3906 2.2961 -3.2527
H -4.3640 2.7043 -1.5371
H -3.4065 1.3401 -2.1282
H -6.4697 1.5116 -2.0660
H -5.4767 0.6011 -0.9464
H -6.3751 -0.9357 -2.5797
H -4.6374 -0.8468 -2.7548
H -5.7235 -0.9221 -4.9389
H -4.8217 0.5638 -4.7460
H -6.9187 1.0305 -5.8534
H -6.9381 1.8144 -4.2876
H -8.3108 -0.8431 -4.9666
H -9.1069 0.7240 -4.7868
H -8.3718 -0.0488 -3.3811
C 5.1621 -2.9256 -5.4255
C 5.1047 -3.8145 -4.1912
C 4.0296 -3.3913 -3.1878
C 4.2155 -1.9976 -2.5809
C 5.5428 -1.7717 -1.8550
C 5.7335 -2.6853 -0.6516
H 5.4288 -1.8974 -5.1694
H 5.9173 -3.2981 -6.1230
H 4.2000 -2.9140 -5.9446
H 6.0879 -3.8433 -3.7109
H 4.8906 -4.8399 -4.5129
H 3.9854 -4.1359 -2.3865
H 3.0523 -3.4242 -3.6828
H 3.3926 -1.8163 -1.8791
H 4.1121 -1.2414 -3.3660
H 5.5765 -0.7326 -1.5116
H 6.3828 -1.8939 -2.5451
H 4.9251 -2.5491 0.0727
H 6.6759 -2.4505 -0.1486
H 5.7661 -3.7377 -0.9419
*
```

Results
**E_HOMO**: -0.3430 hartree
**Structure (SMILES)**: CCOCC[Si@@H](O)CCCCCCCSc1nnco1.CCCCCC.CCCCCC
**LUMO energy**: 0.011 Ha
**Gap between HOMO and LUMO**: 9.63 eV

***

(3)
The following is a quantum chemistry calculation of a molecular structure, C28H74Li2N8O13, from the Open Molecules 2025 dataset.

```
! wB97M-V def2-TZVPD RIJCOSX def2/J DEFGRID3
* xyz 0 1
Li -2.3821 -1.3006 -2.9361
Li -3.1145 0.5321 0.0785
O -1.6885 1.6489 1.0298
C -0.5801 1.0441 0.3725
C -0.7546 0.5688 -1.1165
O -1.9183 -0.1220 -1.4985
H -0.3844 0.1345 0.9641
H 0.3049 1.6783 0.4706
H 0.0914 -0.0642 -1.4207
H -0.6389 1.4871 -1.7129
C 1.3140 3.4872 3.2979
O 1.9520 4.1601 4.0838
N 1.9848 2.4930 2.5783
N 0.0101 3.4984 3.0010
H 2.9260 2.1982 2.7506
H 1.4692 1.9300 1.9283
H -0.5606 4.0816 3.5883
H -0.3739 2.8756 2.2941
C -3.0969 1.2651 4.2272
O -3.5075 1.2578 5.3853
N -2.9324 0.2391 3.3854
N -2.8125 2.4276 3.5656
H -3.0331 -0.7097 3.7093
H -2.5965 0.4484 2.4533
H -2.2968 2.3333 2.7015
H -2.9663 3.3371 3.9560
C -4.6877 7.7521 -2.3456
O -3.3083 7.4981 -2.2303
C -2.8505 7.4026 -0.9075
C -1.4863 6.6813 -0.9594
N -1.7333 5.3836 -1.6462
C -0.5417 4.5997 -1.9232
C 0.4526 4.5108 -0.7771
O 1.2957 5.6500 -0.6208
C 1.6606 5.8888 0.7118
H -4.8630 7.8530 -3.4191
H -4.9856 8.7052 -1.9008
H -5.3005 6.9148 -2.0031
H -3.5676 6.8646 -0.2830
H -2.6585 8.4059 -0.5077
H -1.1910 6.4406 0.0612
H -0.6972 7.1920 -1.5134
H -2.2230 5.5655 -2.5116
H 0.0146 4.9828 -2.7928
H -0.8463 3.6055 -2.2588
H 1.1677 3.6914 -0.9191
H -0.0460 4.2582 0.1656
H 2.1789 6.8362 0.8197
H 2.3296 5.0890 1.0727
H 0.9040 5.7432 1.4941
C -1.2929 -6.8105 -0.9724
O -1.4413 -5.4946 -1.4915
C -0.2323 -4.7661 -1.2615
C -0.5876 -3.3190 -1.7358
N -1.4847 -3.2397 -2.9247
C -0.7958 -3.2042 -4.2153
C -0.1224 -1.8624 -4.5192
O -1.1174 -0.8592 -4.5523
C -0.6378 0.4220 -4.8655
H -1.2163 -6.8306 0.1176
H -0.4570 -7.3768 -1.3882
H -2.2072 -7.3516 -1.2204
H 0.6359 -5.1160 -1.8220
H -0.0443 -4.6271 -0.1951
H 0.3677 -2.8290 -1.9357
H -1.1216 -2.7473 -0.9779
H -1.9228 -4.1584 -2.8906
H -1.5722 -3.3329 -4.9782
H -0.1561 -4.0669 -4.4316
H 0.4000 -1.9340 -5.4775
H 0.6407 -1.6624 -3.7599
H -1.4142 1.1381 -4.5974
H -0.4015 0.5454 -5.9263
H 0.2539 0.7328 -4.3130
C 2.4625 2.5951 6.9062
O 1.3608 1.7485 7.2864
C 0.2266 1.8631 6.4521
C 0.3076 0.8995 5.2625
N 0.0595 -0.5033 5.5716
C 0.1723 -1.2973 4.3393
C -0.5615 -2.6092 4.5851
O -1.9333 -2.2537 4.8044
C -2.7278 -3.2748 5.3487
H 2.8061 2.3540 5.9039
H 3.1753 2.4840 7.7206
H 2.1694 3.6466 6.9626
H 0.2104 2.8852 6.0610
H -0.6688 1.6567 7.0405
H 1.3679 0.9619 4.9947
H -0.2851 1.2212 4.3991
H -0.9345 -0.6067 5.7657
H 1.2112 -1.5378 4.1042
H -0.3227 -0.7671 3.5171
H -0.2212 -3.1569 5.4668
H -0.5213 -3.2741 3.7156
H -3.8093 -3.1294 5.3331
H -2.5361 -3.4062 6.4201
H -2.6160 -4.2837 4.9356
C 2.4983 -5.4999 -6.5579
O 3.6705 -5.1786 -5.8245
C 4.2595 -6.3216 -5.1964
C 3.4810 -6.7144 -3.9449
N 3.0710 -5.5653 -3.1272
C 4.1292 -5.0103 -2.3442
C 3.6622 -3.8548 -1.4570
O 3.5009 -2.7765 -2.3642
C 3.0782 -1.5582 -1.7493
H 1.7266 -5.8425 -5.8594
H 2.7462 -6.2469 -7.3138
H 2.0349 -4.6409 -7.0422
H 5.2872 -6.0275 -5.0007
H 4.2108 -7.1639 -5.8933
H 4.0636 -7.4419 -3.3669
H 2.6392 -7.3950 -4.1051
H 2.8425 -4.8313 -3.7927
H 4.9145 -4.5013 -2.9214
H 4.6310 -5.7443 -1.7088
H 4.3284 -3.6170 -0.6187
H 2.7279 -4.0451 -0.9100
H 2.6401 -0.9821 -2.5619
H 3.9280 -1.0108 -1.3335
H 2.3754 -1.6786 -0.9210
O -3.0718 4.1077 0.6641
H -2.6793 3.2462 0.8814
H -2.5924 4.3843 -0.1351
*
```

Results
**E_HOMO**: -0.3051 hartree
**LUMO energy**: -0.022 Ha
**Gap between HOMO and LUMO**: 7.71 eV

***

(4)
The following is a quantum chemistry calculation of 9 unconnected molecules or ions with the total composition C27H54O21, from the Open Molecules 2025 dataset.

```
! wB97M-V def2-TZVPD RIJCOSX def2/J DEFGRID3
* xyz 0 1
C -19.3590 32.9322 -8.0906
O -20.2239 34.0131 -7.7714
C -20.4418 34.3843 -6.5017
O -20.0107 33.8619 -5.5012
O -21.1853 35.4243 -6.5616
C -21.6434 36.0548 -5.3534
H -18.9247 33.0858 -9.0785
H -19.9026 31.9930 -7.9877
H -18.4926 32.8681 -7.4322
H -22.3562 35.4549 -4.7877
H -22.0796 36.9810 -5.7278
H -20.7972 36.2483 -4.6942
C -28.8276 28.0840 -2.3385
O -28.4733 29.1076 -3.2031
C -28.6118 29.0004 -4.5442
O -29.0322 27.9910 -5.0716
O -28.1200 30.0621 -5.1538
C -28.1431 30.1191 -6.5427
H -29.8882 28.0668 -2.0878
H -28.3242 28.3700 -1.4150
H -28.4092 27.1420 -2.6930
H -27.4729 30.8910 -6.9209
H -29.1368 30.3451 -6.9295
H -27.6572 29.2569 -6.9995
C -22.2086 31.6585 -5.0707
O -22.9605 30.4907 -4.6901
C -23.9964 30.0600 -5.5244
O -24.6959 30.7288 -6.2852
O -24.0978 28.7428 -5.3720
C -25.0727 28.0610 -6.0849
H -21.5840 31.6155 -5.9630
H -21.5538 31.8668 -4.2246
H -22.9000 32.5009 -5.0932
H -24.7906 27.0119 -6.1738
H -25.2078 28.5260 -7.0615
H -26.0530 28.0458 -5.6087
C -22.2240 27.4867 -2.9846
O -21.1585 28.3296 -2.5813
C -20.7815 28.3336 -1.2353
O -21.3310 27.7171 -0.3319
O -19.6925 29.1771 -1.0590
C -19.1820 29.4393 0.2321
H -22.4495 27.8783 -3.9765
H -23.1382 27.5230 -2.3921
H -21.8973 26.4468 -2.9819
H -18.1756 29.8394 0.1094
H -19.0376 28.4812 0.7315
H -19.8638 30.0440 0.8300
C -23.3935 24.1057 -6.7847
O -22.8000 25.3285 -7.0843
C -21.7352 25.8437 -6.3497
O -21.2230 25.3443 -5.3339
O -21.3877 27.0175 -6.8784
C -20.4479 27.8587 -6.2896
H -24.2022 23.9649 -7.5019
H -23.7682 24.1049 -5.7611
H -22.6894 23.2741 -6.7575
H -20.4136 28.8339 -6.7753
H -19.4538 27.4275 -6.4070
H -20.4848 28.0562 -5.2183
C -21.9352 31.7375 -0.8860
O -22.2621 32.7667 -1.8124
C -23.5696 33.0108 -2.1591
O -24.5735 32.5182 -1.6255
O -23.6231 33.8930 -3.1954
C -24.8504 34.2934 -3.7924
H -20.8505 31.6319 -0.8620
H -22.3660 30.7568 -1.0881
H -22.1656 31.9579 0.1563
H -25.6299 34.4599 -3.0489
H -25.2974 33.5350 -4.4352
H -24.8570 35.2344 -4.3424
C -18.8038 30.5219 -4.1519
C -17.4523 29.8761 -4.2036
C -17.3726 28.3487 -4.0572
O -16.4314 30.5803 -4.3463
H -19.1934 30.4023 -3.1410
H -19.4935 30.1915 -4.9286
H -18.6300 31.5807 -4.3440
H -17.3060 28.0658 -3.0067
H -16.4373 28.0838 -4.5503
H -18.1760 27.7753 -4.5198
C -27.4587 24.9103 -6.8393
C -27.1207 25.4535 -8.1840
C -28.0399 25.2403 -9.3900
O -26.1263 26.1311 -8.2474
H -28.0249 25.5834 -6.1955
H -26.5682 24.6989 -6.2472
H -28.0634 24.0198 -7.0109
H -27.8812 25.9252 -10.2230
H -29.0783 25.3362 -9.0729
H -27.9122 24.2705 -9.8709
C -24.1453 33.4677 -8.2424
C -23.8330 34.9182 -8.5225
C -23.2102 35.3125 -9.8422
O -24.1267 35.7960 -7.6697
H -24.3325 32.8663 -9.1320
H -24.9241 33.3681 -7.4863
H -23.2804 33.0197 -7.7531
H -22.1203 35.3022 -9.8544
H -23.3907 36.3162 -10.2272
H -23.6491 34.6682 -10.6040
*
```

Results
**E_HOMO**: -0.3492 hartree
**Structure (SMILES)**: COC(=O)OC.COC(=O)OC.COC(=O)OC.COC(=O)OC.COC(=O)OC.COC(=O)OC.CC(C)=O.CC(C)=O.CC(C)=O
**LUMO energy**: 0.018 Ha
**Gap between HOMO and LUMO**: 10.00 eV
**Energy above the lowest of the compared OMol25 structures with the same formula, charge and spin**: 0.7963 eV

***

Largest force on an atom for every record listed, in sequence, given in eV/A: 5.3 5.9 3.1 3.7.
DFT total energy for every record listed, in sequence, given in eV: -13623.4470 -54632.8036 -69182.5662 -71869.8499.
Molecular weight for every record listed, in sequence, given in g mol⁻¹: 97.2 490.9 744.8 714.7.